The following is a quantum chemistry calculation of a 4-piece molecular cluster, C40H74F6I2N5O9 overall in a non-equilibrium geometry, from the Open Molecules 2025 dataset.

Total charge   +1
Total energy   -101033.5439 eV
Kohn-Sham gap   7.11 eV
LUMO energy   -0.1151 Ha
HOMO   -10.2 eV

Cartesian coordinates (Å):
C: 2.2953 -6.0496 4.5252
C: 2.4902 -4.8031 3.4536
C: 1.7279 -5.1009 1.9881
O: 1.0966 -3.8570 1.6162
C: 0.6056 -3.7867 0.2146
O: 0.4625 -5.2513 -0.1434
O: 1.6812 -3.3683 -0.5912
C: 1.7129 -2.3292 -1.5354
C: 2.6785 -0.9984 -1.2128
I: 2.6912 0.8983 -2.4073
C: 3.7082 -0.9044 -0.1434
C: 4.6243 0.4729 0.1253
I: 4.2425 -2.5297 1.1789
C: 2.6417 -3.0312 -2.7492
F: 2.9021 -2.1498 -3.9036
F: 4.0298 -3.2429 -2.1692
C: 2.2234 -4.5179 -3.2081
F: 3.0672 -5.5440 -2.4859
F: 0.8359 -4.9439 -3.1352
F: 2.6413 -4.6635 -4.6546
C: 0.1885 -1.9325 -1.9810
O: -0.1581 -0.5541 -1.4886
C: -0.1543 -1.8963 -3.5765
C: 0.0515 -0.4864 -4.3728
C: -0.8689 -0.6219 -5.7648
F: -0.1441 -0.0498 -6.9203
N: -0.9336 -2.7718 -1.4346
C: -0.8919 -3.2083 0.0126
C: -2.0857 -4.3929 -0.0402
C: -2.4016 -5.1908 1.3075
O: -1.4768 -5.1332 2.4244
C: -2.6594 -6.7993 0.9274
N: -4.0992 -6.8960 0.3931
C: -1.5177 -2.0702 0.9395
C: -0.7433 -1.3918 2.1822
C: 0.7127 -0.7181 1.9266
O: -0.8170 -2.3176 3.3515
C: -0.6501 -1.6091 4.6229
C: -2.0573 -0.9058 5.1921
C: -2.1033 0.7572 5.0167
C: -3.4039 1.6361 5.4945
C: -4.6764 0.7968 6.1515
C: -4.6284 -0.8594 6.3254
C: -3.3166 -1.7429 5.8327
H: 2.5245 -7.0824 3.9759
H: 3.1446 -5.9537 5.3541
H: 1.2135 -6.0474 4.9817
H: 2.1201 -3.7775 3.9339
H: 3.6690 -4.6904 3.3151
H: 2.6187 -5.4646 1.2869
H: 0.9873 -5.9953 2.2698
H: 1.2421 -5.5400 -0.6988
H: 3.9381 1.4197 0.3482
H: 5.3038 0.6360 -0.8274
H: 5.3387 0.3631 1.0433
H: -1.0512 -0.2703 -1.8348
H: -1.3191 -2.1304 -3.7345
H: 0.3705 -2.7136 -4.2410
H: -0.3545 0.4733 -3.8475
H: 1.1642 -0.3954 -4.7599
H: -1.2670 -1.7125 -5.9109
H: -1.8389 0.0553 -5.6003
H: -1.8627 -2.2637 -1.5587
H: -1.0326 -3.5896 -2.1110
H: -1.9733 -5.1355 -0.9313
H: -3.0605 -3.7519 -0.3099
H: -3.4608 -4.8227 1.7208
H: -1.9449 -5.0879 3.3096
H: -1.8968 -7.1017 0.0931
H: -2.6089 -7.4403 1.9044
H: -4.0357 -7.5519 -0.4373
H: -4.7089 -7.4295 1.0785
H: -1.9131 -1.1437 0.2901
H: -2.5476 -2.4457 1.4282
H: -1.4415 -0.4775 2.5176
H: 0.9312 -0.3248 0.8512
H: 1.6257 -1.3950 2.2845
H: 0.7735 0.2414 2.6356
H: 0.2442 -0.8558 4.6712
H: -0.4048 -2.4492 5.4357
H: -1.1709 1.3167 4.5255
H: -3.3744 2.7933 5.3303
H: -5.6106 1.4483 6.4701
H: -5.5928 -1.3818 6.7946
H: -3.2921 -2.9273 5.9417
C: -4.5246 6.1979 0.7231
C: -5.3029 5.8053 1.9766
C: -4.3991 5.4899 3.1912
O: -3.7582 4.2123 3.1327
C: -2.5825 4.1819 2.3377
N: -6.1887 4.6779 1.6538
H: -4.0655 5.3398 0.2243
H: -5.1931 6.6689 -0.0072
H: -3.7350 6.9186 0.9607
H: -5.9282 6.6643 2.2493
H: -5.0355 5.4584 4.0850
H: -3.6640 6.2852 3.3651
H: -2.0222 5.1202 2.3906
H: -2.8379 3.9460 1.3029
H: -1.9429 3.3756 2.7090
H: -6.7775 4.4834 2.4655
H: -5.5993 3.8420 1.5824
C: 5.1084 -1.6378 -6.8863
C: 4.0797 -0.5128 -6.8026
C: 3.5609 -0.0464 -8.1828
O: 4.4756 0.7812 -8.9072
C: 5.4855 0.0680 -9.6049
N: 4.6537 0.6016 -6.0353
H: 6.0962 -1.2855 -7.1962
H: 5.2341 -2.1114 -5.9054
H: 4.7858 -2.4137 -7.5885
H: 3.2195 -0.9041 -6.2457
H: 2.6719 0.5752 -8.0156
H: 3.2328 -0.8930 -8.7981
H: 5.1243 -0.8897 -9.9917
H: 6.3512 -0.0824 -8.9572
H: 5.8116 0.6816 -10.4499
H: 3.9299 1.3091 -5.8974
H: 5.3310 1.0708 -6.6455
C: 0.9676 9.7523 2.8285
C: 1.1272 8.2634 3.1264
C: 0.8825 7.3579 1.8968
O: -0.4961 7.1890 1.5544
C: -1.0459 8.2537 0.7932
N: 0.2463 7.9046 4.2468
H: -0.0794 10.0575 2.7473
H: 1.4108 10.3504 3.6335
H: 1.4765 10.0234 1.8974
H: 2.1655 8.1084 3.4445
H: 1.2496 6.3527 2.1408
H: 1.4601 7.6934 1.0268
H: -0.3168 8.6897 0.1037
H: -1.4489 9.0191 1.4591
H: -1.8807 7.8563 0.2083
H: 0.4287 6.9337 4.5065
H: -0.7111 7.8765 3.8807

Atomic forces in eV per Å
C 0.79 0.10 -0.55
C 0.46 0.14 0.43
C 1.80 -1.56 2.71
O -1.18 0.32 -2.78
C 0.42 -4.79 2.52
O 0.42 2.03 -1.20
O -0.12 1.26 -0.32
C 0.98 1.17 -1.34
C 2.69 0.48 3.77
I -0.35 -1.80 0.75
C -2.13 0.92 -2.70
C -0.14 -0.33 -0.15
I -0.23 1.09 -0.82
C 3.02 1.11 -0.05
F -1.33 -2.84 3.42
F -4.48 0.67 -1.73
C 1.96 -3.77 -2.76
F -3.49 3.46 -2.20
F 4.10 1.64 0.07
F -1.74 0.45 4.89
C -1.26 3.86 -2.17
O 0.26 -2.01 -0.35
C -0.56 0.04 -1.64
C -0.12 -0.47 -1.96
C -0.72 1.26 0.93
F -1.49 -1.65 2.49
N -0.40 -0.95 -0.90
C -1.12 -1.38 0.74
C -0.31 0.99 -0.22
C -2.43 -1.79 1.38
O -0.55 0.41 -0.34
C -0.64 0.99 0.35
N 0.98 -2.00 -0.38
C -1.57 1.59 1.13
C -0.79 1.27 0.80
C 0.97 0.50 1.28
O 0.80 2.15 -0.40
C -1.02 -0.71 2.28
C -2.08 2.30 0.24
C -3.29 -1.63 1.58
C 0.59 -5.07 0.26
C 3.35 -1.49 -1.35
C 2.57 2.07 -1.58
C -0.10 4.57 -0.44
H -0.71 2.21 1.15
H -2.13 -0.13 -1.61
H 2.24 -0.10 -0.84
H 0.61 -2.28 -1.14
H -2.54 -0.19 0.07
H -2.22 0.87 1.08
H 1.33 2.23 -1.24
H -1.01 0.68 1.01
H 1.37 -2.18 -0.78
H -1.56 -0.19 1.92
H -1.53 -0.23 -1.73
H 1.44 -0.58 0.19
H 2.29 0.37 0.73
H -0.85 1.50 1.58
H 1.22 -1.97 -0.71
H -2.35 0.06 1.15
H 1.26 1.97 -0.41
H 2.17 -1.41 -0.64
H 1.58 -0.45 0.14
H 0.31 0.61 1.36
H 0.28 1.29 1.67
H 2.02 -1.33 0.65
H 2.20 -0.70 -1.14
H 0.52 0.10 -1.96
H -1.34 0.30 1.82
H 0.54 1.31 -1.88
H -0.40 1.08 1.27
H 1.13 0.98 -1.02
H 1.19 -2.05 1.14
H 2.54 0.43 -1.07
H 1.25 -1.91 -1.07
H -0.73 -0.92 1.86
H -2.21 1.18 -0.95
H -0.16 -2.01 -1.60
H -1.84 -1.24 -0.42
H -0.44 1.69 -1.97
H -2.21 -1.45 1.25
H -0.34 -2.48 0.39
H 2.09 -1.81 -0.63
H 2.50 1.22 -1.17
H -0.03 2.96 -0.23
C -0.02 0.28 -0.22
C 0.31 -0.31 -0.09
C -0.33 -0.09 0.12
O 0.05 0.50 0.07
C -0.07 -0.25 0.11
N 0.14 -0.21 0.40
H -0.05 0.04 0.14
H 0.07 -0.14 0.16
H -0.09 -0.12 0.01
H 0.06 -0.14 0.10
H 0.09 -0.13 -0.13
H 0.10 -0.04 -0.16
H -0.07 0.02 -0.10
H 0.16 0.14 -0.12
H -0.11 0.04 0.08
H -0.01 0.10 -0.24
H -0.19 0.29 -0.07
C 0.02 -0.31 0.17
C 0.40 0.12 -0.36
C -0.08 0.38 0.13
O -0.40 -0.56 0.16
C 0.15 0.38 -0.03
N -0.19 0.28 -0.21
H -0.18 0.04 0.01
H -0.02 0.14 -0.14
H 0.05 0.09 0.04
H -0.06 0.10 -0.08
H 0.18 0.01 -0.04
H 0.16 -0.07 -0.01
H 0.00 0.00 0.10
H 0.06 -0.22 -0.09
H -0.15 -0.03 0.12
H 0.13 -0.15 0.04
H -0.14 -0.21 0.24
C 0.19 0.28 0.05
C -0.39 0.10 -0.19
C -0.01 -0.23 0.29
O 0.52 0.10 -0.15
C -0.33 -0.16 0.10
N -0.12 -0.43 -0.27
H 0.10 -0.13 0.00
H -0.12 -0.17 -0.12
H -0.07 -0.03 0.08
H -0.11 -0.12 -0.06
H -0.17 0.08 0.00
H -0.11 0.15 -0.02
H 0.02 0.02 0.11
H 0.07 0.19 -0.15
H 0.18 -0.04 0.05
H 0.04 0.24 0.09
H 0.29 0.15 0.17